The following is a DFT calculation (wB97M-V/def2-TZVPD) of a cluster of 2 separate species, C5H11NO in total at a distorted geometry.

Results
max |F|	4.046	eV Å⁻¹
gap between HOMO and LUMO	9.27	eV
multiplicity	1
ΔE to the lowest compared entry with this formula, charge and spin	305.0	kJ/mol
M	101.149	g/mol

```
18
Properties=species:S:1:pos:R:3:nbo_charge:R:1
C 0.28369 1.87593 -0.63283 -0.643
C -0.61205 1.09215 0.25473 -0.518
C -0.79350 -0.40695 -0.20768 0.605
C -1.53551 -1.26608 0.79967 -0.727
O -0.79581 -0.67280 -1.39611 -0.580
H 1.34284 1.10718 -0.72766 0.267
H -0.10054 1.96905 -1.64434 0.212
H 0.61651 2.82416 -0.22412 0.211
H -1.64732 1.44353 0.20144 0.236
H -0.27395 1.10974 1.29147 0.207
H -0.98601 -1.30676 1.74591 0.218
H -1.65137 -2.27584 0.41051 0.230
H -2.52651 -0.85591 0.98483 0.242
C 1.60220 -1.05235 0.20520 -0.084
N 2.10056 -0.20166 -0.63682 -0.593
H 1.78217 -0.86195 1.25791 0.173
H 1.28014 -2.05414 -0.07765 0.181
H 1.91447 -0.46728 -1.60447 0.363
```